(1)
50
Properties=species:S:1:pos:R:3:nbo_charge:R:1 method="wB97M-V/def2-TZVPD" multiplicity=2 homo_lumo_gap_ev="2.961 / 2.966" total_charge=-2
V 0.6207 0.1734 0.2567 0.787
Se -1.9663 2.3835 -1.0595 -0.126
Se -4.1431 2.7041 -1.6057 -0.716
Se -2.2744 -1.0429 -2.1129 -0.698
Se -1.6024 0.1760 -0.3248 0.022
F 3.2577 -0.9245 0.2443 -0.562
B 3.4210 -2.2438 0.7685 1.340
F 3.7426 -3.1185 -0.2925 -0.582
F 2.2256 -2.6749 1.3812 -0.572
F 4.4441 -2.2386 1.7211 -0.573
O 1.6542 3.6944 -0.2977 -0.814
Cl 1.5068 2.3148 0.0079 2.518
O 2.6956 1.8054 0.6090 -0.813
O 1.1863 1.5932 -1.2136 -0.787
O 0.3998 2.1338 0.9366 -0.797
N -3.6297 1.0227 9.9949 -0.334
C -3.0892 0.8364 8.9963 0.292
C -2.3991 0.5916 7.7818 -0.217
C -3.0046 0.7951 6.5366 -0.123
C -2.3057 0.5746 5.3722 -0.252
C -0.9756 0.1471 5.4129 0.287
C -0.3784 -0.0925 6.6557 -0.251
C -1.0774 0.1303 7.8181 -0.144
N -0.2363 -0.0064 4.2386 -0.377
C 1.1528 0.0063 4.1444 -0.097
C 1.4471 -0.1558 2.8364 -0.022
N 0.2768 -0.2778 2.1175 -0.490
C -0.7071 -0.1784 2.9752 0.267
H -4.0295 1.1385 6.5002 0.230
H -2.7786 0.7618 4.4174 0.246
H 0.6330 -0.4667 6.7045 0.227
H -0.6111 -0.0502 8.7774 0.223
H 1.7922 0.1842 4.9877 0.218
H 2.4117 -0.1919 2.3582 0.272
H -1.7529 -0.2420 2.7218 0.240
C 1.5124 -4.1351 -2.7168 -0.401
N 0.8249 -3.2369 -1.8181 -0.390
C -0.0122 -3.7863 -0.7605 -0.431
C 1.1887 -1.9557 -1.7105 0.758
C 2.0655 -1.3428 -2.7602 -0.708
O 0.7913 -1.2804 -0.7468 -0.640
H 0.9426 -5.0589 -2.7857 0.198
H 2.5199 -4.3631 -2.3532 0.208
H 1.5838 -3.7010 -3.7136 0.202
H -0.3441 -4.7793 -1.0581 0.181
H -0.8879 -3.1451 -0.6430 0.255
H 0.5262 -3.8270 0.1888 0.222
H 3.0654 -1.7721 -2.6813 0.243
H 2.1339 -0.2762 -2.5666 0.258
H 1.6599 -1.5056 -3.7588 0.224


(2)
19
Properties=species:S:1:pos:R:3:nbo_charge:R:1 method="wB97M-V/def2-TZVPD" homo_lumo_gap_ev=8.951 smiles="N/C=C/CCCN"
N -2.4464 -1.7925 0.5331 -0.804
C -1.9394 -0.5086 0.5926 0.030
C -1.3570 0.2032 -0.3984 -0.327
C -0.3732 1.2887 -0.0431 -0.442
C 0.9385 0.9094 0.5807 -0.408
C 1.6855 -0.2698 -0.0847 -0.214
N 2.5005 0.1325 -1.2506 -0.856
H -2.4096 -2.2575 -0.3642 0.371
H -3.3598 -1.9228 0.9540 0.368
H -1.9229 -0.1720 1.6489 0.158
H -1.9857 0.1114 -1.2891 0.211
H -0.9636 1.9072 0.6365 0.211
H -0.2609 1.9235 -0.9264 0.219
H 1.7031 1.6873 0.4620 0.209
H 0.8783 0.7047 1.6421 0.203
H 0.9555 -0.9945 -0.4361 0.193
H 2.3598 -0.8089 0.5980 0.166
H 3.3929 0.5189 -0.9937 0.353
H 2.6043 -0.6604 -1.8614 0.359


These records have total energy values of -342118.0494 -8358.2629 eV, in the order they appear.
These records have energy above the lowest of the compared OMol25 structures with the same formula, charge and spin values of 368.5 180.8 kJ/mol, in the order they appear.